# C5H4N2

The molecule C5H4N2 at a distorted geometry (ωB97M-V with the def2-TZVPD basis set, OMol25).

Structure (XYZ):
```
11
C5H4N2 ωB97M-V with the def2-TZVPD basis set
N -0.183 -0.666 1.865
N 1.377 -0.847 1.448
C -0.204 0.714 -1.371
C 0.064 -0.122 -0.273
C 1.345 -0.508 0.175
C -0.418 1.524 -2.232
C -0.820 -0.349 0.749
H -0.833 -1.008 2.611
H 2.179 -0.548 -0.556
H -0.613 2.201 -3.025
H -1.894 -0.390 0.611
```

Values from the calculation:
Lowest unoccupied orbital energy in eV: 0.8
Electronic energy in eV: -8226.0765
ΔE to the lowest compared entry with this formula, charge and spin in kJ/mol: 329.7
Highest occupied orbital energy in eV: -8.43
Charge: 0